# 1
A structure of composition C37H35BrCaNO2PS3 at a distorted geometry, computed with the ωB97M-V functional and the def2-TZVPD basis.

The geometry in XYZ format:
```
81
Properties=species:S:1:pos:R:3:forces:R:3
Ca 0.367334 0.466459 0.050332 0.962 0.036 -0.186
C 6.683906 1.418024 -0.852946 -0.018 -0.003 -0.102
C 5.939751 0.151431 -1.259738 -0.134 0.175 0.016
S 4.149032 0.143951 -1.018046 0.231 -0.149 0.022
C 4.070989 0.315947 0.780563 -0.204 0.232 -0.067
C 3.936179 1.741254 1.397219 0.023 -0.208 -0.259
S 3.010024 2.938755 0.385485 0.130 -0.319 0.085
C 4.205927 4.259262 0.040685 -0.251 0.079 0.093
C 5.670490 3.970370 -0.250387 0.039 0.006 -0.080
S 6.090841 2.929125 -1.667427 -0.068 -0.020 -0.111
H 7.746590 1.324544 -1.089813 0.011 -0.082 0.075
H 6.590561 1.575297 0.220377 0.044 -0.049 0.027
H 6.368542 -0.695075 -0.715375 0.069 -0.020 -0.051
H 6.064003 -0.040088 -2.327751 0.083 -0.006 0.011
H 4.951818 -0.181079 1.193282 -0.057 -0.035 0.131
H 3.195367 -0.277030 1.056351 0.023 -0.008 0.000
H 4.914138 2.167393 1.619429 -0.002 0.011 0.019
H 3.387352 1.657022 2.335188 0.064 -0.084 0.071
H 4.192757 4.945850 0.891874 -0.006 0.087 -0.043
H 3.748873 4.778002 -0.803682 0.058 0.044 -0.001
H 6.169181 3.542888 0.617510 0.008 0.054 0.063
H 6.147054 4.934525 -0.442216 0.003 0.030 0.101
O -0.903207 4.379398 -0.014698 0.061 0.159 -0.015
C -1.311728 3.263669 -0.312718 -0.457 -0.455 -0.136
O -0.657036 2.279378 -0.785319 0.245 0.828 -0.038
C -2.814123 2.960035 -0.097688 0.103 0.010 0.026
C -3.644062 4.030500 0.224728 -0.011 0.028 -0.008
C -4.997451 3.847157 0.448188 0.009 0.080 -0.006
C -5.542836 2.574984 0.368892 0.004 -0.164 -0.017
C -4.725090 1.497559 0.063430 -0.044 0.017 -0.016
C -3.362374 1.670544 -0.181760 0.113 0.056 -0.071
P -2.314722 0.196588 -0.549331 -0.971 -0.606 0.513
C -2.958203 -1.043818 0.659559 -0.022 0.081 0.069
C -3.559579 -2.256456 0.343438 -0.071 0.049 -0.039
C -3.733474 -3.233417 1.318449 -0.011 0.022 -0.025
C -3.326984 -3.003969 2.622676 0.024 0.033 0.024
C -2.760583 -1.779579 2.964064 -0.049 -0.019 -0.042
C -2.574616 -0.816190 1.987925 -0.013 -0.012 -0.075
C -2.882515 -0.406111 -2.165410 0.434 0.105 -0.246
C -2.281615 -1.590515 -2.611625 -0.043 -0.034 0.045
C -2.461951 -2.016517 -3.918827 -0.048 -0.035 -0.064
C -3.207431 -1.246076 -4.804349 0.033 -0.010 0.022
C -3.780997 -0.058372 -4.377439 -0.056 0.066 0.118
C -3.616713 0.363652 -3.060851 -0.218 -0.009 -0.023
H -3.189822 5.010281 0.297925 0.036 -0.026 0.003
H -5.630060 4.693149 0.691566 0.012 0.016 0.004
H -6.599666 2.421594 0.552071 -0.008 -0.031 -0.001
H -5.140772 0.497339 0.017164 -0.023 -0.002 0.010
H -3.874942 -2.454640 -0.673427 0.089 -0.043 -0.016
H -4.158174 -4.191530 1.042727 -0.016 0.017 -0.003
H -3.422499 -3.783858 3.368594 -0.026 0.011 0.005
H -2.428621 -1.588384 3.977224 0.038 -0.010 -0.018
H -2.087296 0.116829 2.255442 0.042 -0.011 0.021
H -1.650894 -2.176455 -1.945068 -0.062 0.054 -0.098
H -1.989256 -2.937953 -4.238645 0.012 0.058 0.074
H -3.318608 -1.560643 -5.835890 -0.023 -0.014 0.004
H -4.348823 0.552067 -5.070473 -0.004 0.011 0.012
H -4.063272 1.294083 -2.729129 0.042 0.027 -0.043
Br 1.614601 -3.103466 4.770039 0.007 -0.017 0.007
C 1.228972 -1.326556 4.175228 0.023 0.098 0.011
C 1.045978 -0.319792 5.161244 -0.045 -0.027 -0.095
C 0.761065 0.966719 4.628689 0.006 -0.079 0.038
C 0.674442 1.158810 3.280286 0.008 -0.083 -0.116
N 0.860119 0.165833 2.328080 -0.056 0.248 0.490
C 1.151672 -1.090161 2.838026 -0.015 0.156 0.051
H 1.089899 -0.526615 6.219378 0.021 -0.020 -0.030
H 0.605144 1.807597 5.296566 -0.021 0.010 -0.051
H 0.436179 2.144688 2.886130 0.048 -0.011 0.014
H 1.316424 -1.864906 2.096290 -0.031 -0.008 0.016
C 1.235362 -1.523595 -0.699769 -0.556 -0.543 -0.384
C 0.692304 -2.631963 -1.320970 0.316 0.093 0.131
C 0.950999 -3.019069 -2.714306 -0.126 0.011 0.124
C 0.358325 -4.106731 -3.309755 -0.024 -0.021 0.178
C -0.535082 -4.961426 -2.627419 0.019 0.126 0.025
C -0.791380 -4.645427 -1.276570 0.078 0.099 -0.081
C -0.226090 -3.561124 -0.646310 0.138 -0.032 -0.100
H 1.610298 -2.378977 -3.292108 0.029 -0.026 -0.012
H 0.586919 -4.313687 -4.354568 0.018 0.018 -0.019
H -0.999225 -5.811280 -3.114259 0.030 -0.002 0.015
H -1.468931 -5.279755 -0.706270 -0.012 0.028 0.014
H -0.478704 -3.350267 0.390018 0.018 -0.035 0.011
```
Positions in Å, forces in eV/Å.

Largest force on an atom   0.0244 Eh/bohr
Orbital gap (alpha / beta)   2.68 / 3.04 eV
Highest occupied orbital energy (alpha / beta)   0.0379 / 0.0247 Ha
Total charge   -2
Relative energy (zero: lowest compared OMol25 entry of this formula, charge and spin)   31.2 kcal/mol

These are the Löwdin partial charges, in e, on atoms 1 to 2: 1.071, -0.550

# 2
A structure of composition C37H35CaCl3F10N6OS3Si, computed with the ωB97M-V functional and the def2-TZVPD basis.

The geometry in XYZ format:
```
97
Properties=species:S:1:pos:R:3:forces:R:3
Ca 0.296511 -1.135093 0.914401 0.009 -0.079 -0.264
C -0.040898 -3.261065 -3.429664 -0.059 0.008 -0.064
C 0.556264 -2.547854 -2.258451 0.383 0.027 0.179
N -0.093292 -1.812311 -1.440556 -0.638 -0.034 -0.110
N -1.436926 -1.660309 -1.746572 0.174 -0.044 -0.285
C -2.068197 -0.861612 -0.924859 -0.690 0.216 -0.059
O -1.685037 -0.273127 0.125531 0.412 -0.137 0.167
C -3.495356 -0.615808 -1.332121 -0.018 -0.064 0.013
C -3.787285 0.049806 -2.515193 0.022 -0.038 -0.003
C -5.103289 0.318414 -2.859425 -0.013 0.043 -0.048
C -6.137265 -0.090562 -2.030555 -0.073 0.021 -0.027
C -5.848456 -0.767968 -0.854907 -0.040 -0.042 0.065
C -4.532409 -1.025295 -0.501522 0.083 0.053 0.037
C 2.019101 -2.669608 -2.025511 0.022 0.003 -0.033
C 2.779339 -3.593564 -2.744348 -0.053 0.098 0.090
C 4.147036 -3.642300 -2.539337 -0.048 -0.051 -0.042
C 4.713486 -2.759874 -1.642463 0.094 0.021 0.043
C 3.878178 -1.881247 -0.969666 -0.059 0.012 0.063
N 2.565807 -1.834888 -1.133827 -0.092 -0.105 -0.059
H 0.481372 -2.981617 -4.346215 0.006 0.016 -0.041
H -1.095340 -3.019504 -3.514607 0.043 0.001 0.017
H 0.074187 -4.339532 -3.302952 -0.036 -0.045 0.011
H -2.974863 0.352602 -3.161298 0.051 0.012 -0.031
H -5.321406 0.847297 -3.778899 -0.012 0.019 -0.025
H -7.165164 0.120542 -2.298896 -0.018 -0.002 0.001
H -6.652514 -1.090708 -0.204149 -0.013 -0.007 0.002
H -4.288989 -1.541918 0.420308 -0.017 -0.009 0.014
H 2.303327 -4.263182 -3.444976 0.010 -0.010 -0.008
H 4.756488 -4.356666 -3.077743 0.015 -0.015 -0.007
H 5.777379 -2.744586 -1.452163 0.023 -0.004 -0.003
H 4.298760 -1.180576 -0.260842 0.011 0.073 0.083
C 0.792081 2.004424 2.303704 -0.090 0.023 0.094
N 1.498601 0.829050 1.813479 0.052 -0.229 -0.089
C 2.220441 0.194399 2.927257 0.177 0.056 0.169
C 2.991233 -1.088102 2.612131 0.185 0.011 0.100
N 2.142836 -2.086973 2.005733 -0.011 0.553 0.039
C 2.629733 -3.276017 1.682308 0.012 -0.226 0.126
C 1.739542 -4.187137 1.047109 0.088 -0.020 0.052
F 0.457989 -3.767421 0.855829 0.141 0.050 -0.041
C 2.091162 -5.428479 0.592233 0.242 -0.098 0.030
F 1.192863 -6.202996 -0.035486 0.012 -0.014 0.000
C 3.394836 -5.892841 0.768157 -0.119 0.111 -0.002
F 3.763998 -7.111586 0.310540 -0.004 0.018 0.015
C 4.296293 -5.064687 1.409911 -0.124 -0.102 -0.093
F 5.565843 -5.480376 1.580821 -0.014 -0.021 0.000
C 3.931654 -3.810545 1.860564 -0.110 0.021 -0.078
F 4.910011 -3.076944 2.456215 -0.025 -0.016 -0.018
C 2.405172 1.205326 0.720021 0.206 0.089 0.189
C 1.735846 1.898938 -0.467108 -0.008 0.245 0.145
N 2.537316 1.647554 -1.636177 -0.117 -0.015 0.129
C 2.950843 2.609562 -2.422244 0.115 0.147 -0.123
C 3.694605 2.211599 -3.592243 0.028 0.005 -0.076
F 3.906434 0.890906 -3.787569 -0.009 0.031 0.017
C 4.209018 3.067128 -4.527435 0.025 0.115 -0.055
F 4.880049 2.575703 -5.594859 -0.009 0.004 0.024
C 4.054638 4.446708 -4.415217 -0.072 -0.041 0.119
F 4.549063 5.294872 -5.357126 -0.014 0.000 0.014
C 3.360084 4.903415 -3.310727 0.115 -0.055 -0.162
F 3.191422 6.234903 -3.145821 0.019 -0.006 -0.022
C 2.844200 4.043959 -2.361871 -0.041 -0.052 0.069
F 2.235545 4.666439 -1.305353 -0.021 -0.132 -0.004
H 0.212021 1.739528 3.188331 -0.031 0.000 -0.013
H 1.501898 2.807047 2.564284 -0.013 -0.022 0.011
H 0.106862 2.372473 1.541685 -0.018 0.034 -0.024
H 1.478577 -0.027756 3.698789 -0.007 0.005 0.020
H 2.943393 0.919031 3.343410 -0.060 -0.026 0.062
H 3.404325 -1.431243 3.572230 -0.020 0.094 -0.007
H 3.864009 -0.836378 1.994368 0.000 -0.002 -0.046
H 2.875392 0.310284 0.326834 0.046 -0.161 -0.036
H 3.203816 1.848230 1.134475 0.007 -0.025 -0.125
H 1.583557 2.955467 -0.225177 -0.039 -0.075 -0.014
H 0.720097 1.480027 -0.583112 0.033 -0.127 -0.101
C -5.447682 1.172065 2.310359 -0.116 -0.154 -0.047
C -4.307718 1.107256 3.312754 -0.018 -0.074 0.174
S -2.731512 1.746696 2.718432 0.166 0.012 0.041
C -2.881644 3.486816 3.211612 -0.082 0.061 0.000
C -2.237577 4.481087 2.238698 0.015 0.116 0.055
S -2.153112 4.082237 0.481858 0.073 -0.003 -0.005
C -3.874466 4.054769 -0.067397 -0.076 0.139 -0.077
C -4.656596 2.753004 0.103345 0.069 -0.097 -0.055
S -5.782280 2.771804 1.533531 -0.044 0.048 -0.031
H -6.381796 0.896365 2.807562 0.016 -0.023 0.006
H -5.286915 0.442296 1.517256 0.008 0.088 -0.023
H -4.119639 0.058820 3.554353 0.008 0.005 0.012
H -4.571405 1.595158 4.252838 0.034 0.070 -0.015
H -2.424354 3.638880 4.193471 -0.026 -0.063 0.014
H -3.942143 3.715068 3.297218 0.009 -0.074 -0.042
H -1.189720 4.642384 2.501570 0.025 -0.062 -0.051
H -2.733718 5.448377 2.361278 0.025 -0.002 -0.024
H -3.795514 4.270555 -1.135893 0.039 -0.009 0.022
H -4.404516 4.902304 0.375481 -0.004 -0.006 0.025
H -3.969402 1.915210 0.218645 -0.029 -0.002 -0.014
H -5.254736 2.577034 -0.791727 -0.035 -0.025 0.037
Cl -0.349635 -3.726676 4.441355 -0.054 0.127 -0.007
Si -1.245858 -1.968470 3.548598 -0.122 -0.399 -0.323
Cl -2.953648 -2.969640 2.538034 0.168 0.175 0.163
Cl -2.292237 -1.218791 5.265367 -0.055 0.067 0.193
```
Positions in Å, forces in eV/Å.

Largest force on an atom   0.0141 Eh/bohr
Orbital gap   5.27 eV
Highest occupied orbital energy   -0.0628 Ha
Total charge   -2

These are the Löwdin partial charges, in e, on atoms 1 to 2: 1.220, -0.036